A molecular structure, C26H46Br14F9FeO6 in a non-equilibrium geometry, computed with ωB97M-V/def2-TZVPD.

Last column: Löwdin spin population.
Atoms and positions in Å:
Fe (-1.33339, 0.24221, -1.23539)  3.752
C (-0.16015, 1.95283, 0.62292)  0.009
O (0.12374, 0.50924, 0.22504)  0.025
O (-1.26813, 2.13310, -0.19992)  0.045
C (-0.15479, 2.25678, 2.16050)  0.001
F (-0.63243, 3.46600, 2.40696)  0.001
F (-0.79605, 1.40548, 2.99734)  0.000
F (1.09828, 2.32529, 2.63294)  0.000
C (1.28571, -0.08892, 0.73914)  0.004
C (1.73546, -1.35999, -0.05861)  -0.002
H (2.33498, -2.03152, 0.55598)  0.000
H (0.97351, -2.07626, -0.36604)  -0.001
H (2.35569, -1.02050, -0.88816)  0.000
H (1.05943, -0.51458, 1.71674)  0.001
H (2.27412, 0.36591, 0.67371)  0.001
H (0.67672, 2.49770, 0.18602)  0.001
C (-3.99016, -0.46806, -1.51277)  0.009
O (-2.98860, -0.76147, -0.55091)  0.037
O (-3.13181, 0.00835, -2.50578)  0.044
C (-5.23627, -1.44978, -1.87218)  0.001
F (-6.05437, -0.99168, -2.81139)  0.001
F (-4.82974, -2.71521, -2.23326)  0.000
F (-5.99417, -1.61360, -0.77272)  0.000
C (-3.10139, -2.04902, 0.13633)  0.005
C (-1.93877, -2.13823, 1.11068)  -0.001
H (-1.96062, -1.35035, 1.86359)  0.000
H (-1.93283, -3.13582, 1.54986)  0.000
H (-0.99383, -2.20226, 0.57116)  -0.001
H (-3.19514, -2.85573, -0.59066)  0.000
H (-4.02355, -2.12782, 0.71209)  0.001
H (-4.53071, 0.31083, -0.97494)  0.001
C (0.54911, 0.70350, -4.29542)  0.007
O (-0.35482, 0.95819, -5.39319)  0.001
O (-0.32519, 0.41551, -3.20120)  0.054
C (1.55644, -0.39230, -4.84574)  0.001
F (2.29880, -0.91752, -3.87295)  0.000
F (0.97900, -1.50196, -5.22979)  0.000
F (2.38304, -0.03350, -5.82949)  0.000
C (0.05745, 1.55262, -6.59609)  0.000
C (-1.26089, 1.71175, -7.39179)  0.000
H (-2.09045, 2.18256, -6.86426)  0.000
H (-1.04141, 2.33579, -8.25811)  0.000
H (-1.47073, 0.75407, -7.86815)  0.000
H (0.61972, 0.78931, -7.13396)  0.000
H (0.54911, 2.52486, -6.62939)  0.000
H (1.14402, 1.59711, -4.10670)  0.000
Br (4.98123, -0.90740, 0.40936)  0.000
C (6.05610, -1.31022, -1.21452)  0.000
C (4.97947, -1.67484, -2.31143)  0.000
Br (5.96363, -2.46741, -3.86294)  0.000
H (6.71268, -2.10994, -0.87183)  0.000
H (6.63873, -0.42429, -1.46705)  0.000
H (4.44678, -0.77376, -2.61541)  0.000
H (4.31323, -2.44115, -1.91524)  0.000
Br (3.70874, -5.29905, -6.05821)  0.000
C (2.39392, -4.54889, -4.79546)  0.000
C (2.91915, -4.78460, -3.37520)  0.000
Br (1.91220, -3.90405, -1.91012)  0.000
H (1.49529, -5.15679, -4.90043)  0.000
H (2.16175, -3.54923, -5.16275)  0.000
H (3.98598, -4.61397, -3.23078)  0.000
H (2.99630, -5.85839, -3.20451)  0.000
Br (0.04206, 7.39781, -2.20235)  0.000
C (0.38641, 7.40856, -0.27656)  0.000
C (0.77618, 6.13785, 0.30202)  0.000
Br (2.69522, 5.95589, -0.24997)  0.000
H (-0.46799, 7.81189, 0.26697)  0.000
H (1.12498, 8.19982, -0.14803)  0.000
H (0.21712, 5.27017, -0.04823)  0.000
H (0.71519, 6.27615, 1.38149)  0.000
Br (-4.14443, 3.88249, 0.75002)  0.000
C (-4.73505, 3.41338, 2.63612)  0.000
C (-3.74636, 2.43053, 3.27137)  0.000
Br (-3.96706, 0.63539, 2.53100)  0.000
H (-5.74868, 3.01581, 2.58530)  0.000
H (-4.88150, 4.37933, 3.11944)  0.000
H (-3.83259, 2.29851, 4.34990)  0.000
H (-2.69671, 2.67243, 3.10460)  0.000
Br (-2.96967, -0.76598, 7.12678)  0.000
C (-1.68339, -0.81823, 5.56185)  0.000
C (-0.40718, -1.58284, 5.95331)  0.000
Br (0.81147, -1.75127, 4.36420)  0.000
H (-1.59632, 0.17399, 5.11913)  0.000
H (-2.17028, -1.45888, 4.82660)  0.000
H (-0.54122, -2.52420, 6.48623)  0.000
H (0.07345, -0.81583, 6.56059)  0.000
Br (3.94223, -5.84903, 2.25626)  0.000
C (2.15801, -5.06007, 1.75719)  0.000
C (1.08346, -5.98702, 2.06700)  0.000
Br (-0.75238, -5.56734, 1.68599)  0.000
H (2.15495, -4.95466, 0.67230)  0.000
H (1.91387, -4.09869, 2.20915)  0.000
H (1.11313, -6.31557, 3.10588)  0.000
H (1.18289, -6.94779, 1.56188)  0.000
Br (0.90424, 1.73886, 6.89828)  0.000
C (0.64338, 3.47980, 6.00720)  0.000
C (-0.75281, 3.62244, 5.50923)  0.000
Br (-2.15706, 3.97776, 6.90281)  0.000
H (1.42992, 3.53719, 5.25477)  0.000
H (0.90849, 4.33399, 6.63025)  0.000
H (-1.01954, 2.66766, 5.05607)  0.000
H (-0.93561, 4.40081, 4.76841)  0.000

electronic energy	-1079431.5252	eV
2S+1	5
expectation value of S²	6.01
largest force on an atom	4.9	eV/Å
energy relative to the best compared isomer or geometry (same formula, charge and spin)	20.5	kcal per mole
Kohn-Sham gap (spin up / spin down)	7.22 / 6.99	eV
charge	-1